C21H32N2O5S in the gas phase, computed with ωB97M-V/def2-TZVPD.

E_tot, Eh: -1703.30553
Gap between HOMO and LUMO, eV: 9.42
Structure (SMILES): COCC[C@H]1CCCCN1C(=O)c1cccc(OC2CCN(S(C)(=O)=O)CC2)c1
Charge: 0
Energy above the lowest of the compared OMol25 structures with the same formula, charge and spin, kcal per mole: 33.3

Cartesian coordinates (Å):
C -0.5804 -4.1491 -0.6965
O -1.5084 -3.4526 0.0918
C -1.9931 -2.2852 -0.5303
C -2.9095 -1.5600 0.4488
C -3.4761 -0.2620 -0.1565
C -4.8334 -0.4680 -0.8460
C -5.9719 -0.6611 0.1516
C -6.0010 0.5138 1.1229
C -4.6486 0.6241 1.8183
N -3.5859 0.7791 0.8453
C -2.7699 1.8553 0.9187
O -2.9192 2.7415 1.7404
C -1.6418 1.8990 -0.0704
C -1.6598 2.8196 -1.1123
C -0.5871 2.8828 -1.9808
C 0.5108 2.0522 -1.8245
C 0.5434 1.1422 -0.7726
O 1.5392 0.2509 -0.5163
C 2.7693 0.3237 -1.2225
C 3.6110 1.5221 -0.7681
C 4.0068 1.3641 0.7007
N 4.6714 0.1052 0.9606
S 6.2947 0.0706 0.5372
C 7.0497 0.4878 2.1270
O 6.6607 -1.2744 0.2042
O 6.6194 1.1107 -0.3993
C 3.8937 -1.0454 0.5536
C 3.5196 -0.9778 -0.9263
C -0.5406 1.0782 0.1036
H 0.2964 -3.5274 -0.9190
H -1.0273 -4.4761 -1.6442
H -0.2723 -5.0195 -0.1213
H -1.1517 -1.6323 -0.8139
H -2.5405 -2.5479 -1.4507
H -2.3277 -1.3241 1.3409
H -3.7060 -2.2416 0.7450
H -2.7681 0.0919 -0.9133
H -4.7618 -1.3274 -1.5139
H -5.0463 0.4144 -1.4539
H -5.8330 -1.5894 0.7088
H -6.9192 -0.7347 -0.3853
H -6.7844 0.3778 1.8691
H -6.2033 1.4379 0.5781
H -4.6117 1.4970 2.4729
H -4.4632 -0.2768 2.4140
H -2.5081 3.4749 -1.2343
H -0.5975 3.5903 -2.7966
H 1.3274 2.1267 -2.5252
H 2.5738 0.3879 -2.3033
H 4.5164 1.5718 -1.3732
H 3.0495 2.4499 -0.8892
H 4.6910 2.1636 0.9859
H 3.1169 1.4081 1.3365
H 6.7586 -0.2779 2.8323
H 6.6879 1.4603 2.4307
H 8.1241 0.5040 1.9954
H 4.5019 -1.9278 0.7492
H 2.9897 -1.0750 1.1674
H 4.4313 -1.0086 -1.5242
H 2.8920 -1.8308 -1.1869
H -0.4982 0.3739 0.9198